Entry from OMol25: a 2-piece molecular cluster, C4H6IN3S2 overall (ωB97M-V/def2-TZVPD).

The geometry in ORCA input format:
```
! RIJCOSX wB97M-V def2-TZVPD def2/J DEFGRID3
* xyz 0 1
C 1.08886 -0.62331 -2.08184
C -0.35085 -0.11344 -0.60797
C -0.17856 -0.18781 2.41102
C -1.32563 0.54309 0.14639
N 0.59600 0.43482 -1.46520
N -0.23325 -1.41827 -0.55092
N 0.66803 -1.73975 -1.48081
S 0.74391 2.77125 0.32067
S -1.27025 2.27855 0.30010
I -3.10881 -0.49573 0.73711
H 1.81070 -0.52417 -2.95491
H -1.01137 -0.54208 2.95285
H 0.42133 -0.76603 1.89310
H -0.04435 0.88644 2.64995
H 1.14834 -2.60340 -1.42220
H 1.04591 2.09983 -0.84735
*
```

Calculated values
Electronic energy, Eh: -1414.20283
Kohn-Sham gap (alpha / beta), Eh: 0.2692 / 0.2704
Highest occupied orbital energy (alpha / beta), eV: -8.0864 / -7.3748
Largest force on an atom, hartree/bohr: 0.11455

Entry from OMol25: C22H18F5N4O2PtS as an isolated structure (ωB97M-V/def2-TZVPD).

The geometry in ORCA input format:
```
! RIJCOSX wB97M-V def2-TZVPD def2/J DEFGRID3
* xyz 3 5
Pt 0.39125 0.20211 0.05386
N -1.29726 3.84310 1.38221
C -1.31542 2.51706 1.25526
N -0.25920 2.08168 0.58794
C 0.50426 3.21723 0.25875
C 1.71840 3.33840 -0.41142
C 2.21799 4.61211 -0.57256
C 1.53391 5.73995 -0.07775
C 0.34334 5.62461 0.60008
C -0.15031 4.33279 0.75739
H -1.99971 4.38891 1.86008
H -2.11024 1.89681 1.63762
H 2.27118 2.46981 -0.75506
H 3.16178 4.75641 -1.08012
H 1.96259 6.72141 -0.22664
H -0.17226 6.49193 0.98996
N 0.20579 -0.08585 -4.23730
C 0.71483 0.26456 -3.07443
N -0.00187 -0.22520 -2.03167
C -1.01622 -0.92341 -2.57953
C -2.08149 -1.65020 -1.93451
C -2.99976 -2.28647 -2.73811
C -2.89001 -2.21890 -4.12605
C -1.82543 -1.48891 -4.78875
C -0.92954 -0.86588 -3.98413
H 0.58130 0.17481 -5.14186
H 1.60215 0.87256 -2.97072
H -2.14526 -1.68174 -0.85403
H -3.81274 -2.84174 -2.29208
H -3.61991 -2.72390 -4.74686
H -1.77254 -1.45839 -5.87020
F -2.02693 -2.44385 6.11466
C -1.84375 -2.07673 4.88836
C -0.75995 -1.20446 4.58762
F 0.01598 -0.80614 5.56441
C -0.56195 -0.81251 3.30472
F 0.43867 0.00915 2.98727
C -1.41846 -1.26539 2.24206
O -1.27684 -0.93411 1.03283
C -2.50210 -2.15196 2.59742
F -3.28152 -2.56711 1.62111
C -2.71452 -2.54326 3.88239
F -3.70008 -3.34180 4.20765
C 4.48037 -0.27421 1.56431
S 3.19592 -1.37619 1.04995
C 4.16691 -2.50498 0.09615
O 2.40067 -0.56590 -0.01398
H 5.20071 -0.84580 2.14984
H 4.02924 0.49551 2.18774
H 4.94677 0.15410 0.67753
H 4.88709 -2.97516 0.76632
H 4.67108 -1.95243 -0.69614
H 3.49665 -3.26093 -0.30779
*
```

Calculated values
Electronic energy, Eh: -2234.37547
Kohn-Sham gap (alpha / beta), Eh: 0.2730 / 0.1481
Highest occupied orbital energy (alpha / beta), eV: -16.6114 / -16.6290
Largest force on an atom, hartree/bohr: 0.01731

Entry from OMol25: a 6-piece molecular cluster, C18H36O6 overall (ωB97M-V/def2-TZVPD).

The geometry in ORCA input format:
```
! RIJCOSX wB97M-V def2-TZVPD def2/J DEFGRID3
* xyz 0 1
C 6.13290 1.13919 1.37388
C 5.96060 2.58040 1.81280
O 4.83744 3.11469 1.80444
C 7.31135 3.24139 2.23003
H 5.65031 1.05241 0.40039
H 5.68159 0.47589 2.11175
H 7.17854 0.86095 1.24222
H 7.09102 3.91981 3.05423
H 7.77761 3.67450 1.34510
H 8.06266 2.47398 2.41633
C -3.49930 -2.84968 -7.49020
C -3.33142 -3.70727 -6.24201
O -2.39478 -4.51386 -6.27907
C -4.21885 -3.49862 -5.09286
H -3.51448 -3.44389 -8.40388
H -2.61363 -2.25851 -7.25743
H -4.45694 -2.35220 -7.33675
H -4.90896 -2.67224 -5.26293
H -3.81986 -3.73113 -4.10552
H -5.06378 -4.17388 -5.22779
C 1.27575 -4.23906 4.94601
C 2.74752 -4.29357 4.98101
O 3.45041 -3.74383 4.16083
C 3.33686 -4.95454 6.25260
H 0.91381 -5.20154 4.58444
H 0.97374 -3.59145 4.12291
H 0.75903 -3.91420 5.84910
H 3.45168 -4.28313 7.10356
H 4.32317 -5.17413 5.84387
H 2.86976 -5.90428 6.51320
C -0.13330 1.58136 0.44059
C -1.31430 1.94859 -0.38733
O -2.12058 2.75670 -0.04394
C -1.51041 1.15829 -1.63751
H -0.34456 0.65670 0.97770
H 0.10938 2.39046 1.12948
H 0.69886 1.52835 -0.26139
H -0.69775 1.31905 -2.34592
H -2.46271 1.42152 -2.09787
H -1.53987 0.08754 -1.43569
C -6.19948 3.38303 -9.42041
C -5.24679 2.70612 -8.45415
O -4.15950 2.28413 -8.78238
C -5.64161 2.74563 -6.99641
H -6.47742 4.40286 -9.15435
H -7.11580 2.80898 -9.55792
H -5.86818 3.47575 -10.45469
H -6.55684 3.33199 -6.91492
H -4.86135 3.30967 -6.48539
H -5.80747 1.73493 -6.62350
C 1.22783 0.73304 6.72570
C 1.12720 1.59745 7.96779
O 0.35319 2.54485 8.02048
C 2.03539 1.20861 9.07343
H 0.28457 0.24544 6.47953
H 1.93890 -0.07732 6.88635
H 1.43544 1.36582 5.86280
H 1.80854 1.89728 9.88730
H 3.08991 1.26580 8.80357
H 1.98493 0.15519 9.34882
*
```

Calculated values
Electronic energy, Eh: -1158.78840
Kohn-Sham gap, Eh: 0.3602
Highest occupied orbital energy, eV: -9.4471
SMILES: CC(C)=O.CC(C)=O.CC(C)=O.CC(C)=O.CC(C)=O.CC(C)=O
Largest force on an atom, hartree/bohr: 0.06947

Q: What is the largest force on an atom in the third record?
A: 0.06947 hartree/bohr